No. 1
Entry from the Open Molecules 2025 dataset: the molecule C4H9NO (ωB97M-V with the def2-TZVPD basis set).

```
! wB97M-V def2-TZVPD RIJCOSX def2/J DEFGRID3
* xyz 0 1
C -1.00 2.03 1.08
C -0.51 1.28 -0.15
N -0.11 -0.11 0.07
C 1.09 -0.39 -0.18
O 1.55 -1.64 -0.39
C 0.56 -2.63 -0.63
H -1.60 1.38 1.72
H -0.18 2.45 1.67
H -1.63 2.87 0.75
H 0.30 1.85 -0.64
H -1.32 1.21 -0.88
H 1.91 0.33 -0.30
H 0.91 -3.25 -1.47
H -0.39 -2.14 -0.89
H 0.41 -3.24 0.26
*
```

Properties
* molecular weight: 87.1 g/mol
* Kohn-Sham gap: 10.5787 eV
* SMILES: CC/N=C/OC
* HOMO: -9.462 eV
* E_LUMO: 1.117 eV

***

No. 2
Entry from the Open Molecules 2025 dataset: the molecule C8H17NO2Si (ωB97M-V with the def2-TZVPD basis set).

```
! wB97M-V def2-TZVPD RIJCOSX def2/J DEFGRID3
* xyz 0 1
C 1.44 -1.42 0.07
C 2.75 0.42 -0.03
C 1.27 0.96 -0.02
C 0.80 1.80 -1.18
C 1.09 1.74 1.34
C -1.42 -2.10 -1.47
C -2.29 0.73 -0.13
C -1.57 -1.53 1.55
N 0.59 -0.28 -0.11
O 1.20 -2.55 0.32
O 2.70 -0.99 0.02
Si -1.08 -0.79 -0.13
H 3.36 0.83 -0.96
H 3.26 0.83 0.79
H -0.16 2.07 -1.07
H 0.89 1.23 -2.03
H 1.49 2.55 -1.44
H 0.03 2.12 1.27
H 1.74 2.50 1.25
H 1.15 1.17 2.13
H -1.18 -3.04 -1.18
H -2.45 -2.24 -1.71
H -1.10 -1.78 -2.52
H -1.94 1.32 0.72
H -2.25 1.33 -1.05
H -3.26 0.17 -0.07
H -1.61 -2.62 1.43
H -0.91 -1.26 2.37
H -2.52 -1.20 1.88
*
```

Properties
* molecular weight: 187.3 g/mol
* Kohn-Sham gap: 10.0893 eV
* SMILES: CC1(C)COC(=O)N1[Si](C)(C)C
* HOMO: -9.420 eV
* E_LUMO: 0.669 eV

***

No. 3
Entry from the Open Molecules 2025 dataset: a cluster of 5 separate species, C2H12O5 in total (ωB97M-V with the def2-TZVPD basis set).

```
! wB97M-V def2-TZVPD RIJCOSX def2/J DEFGRID3
* xyz -1 2
O 0.61 -0.46 1.17
C -0.33 -1.24 1.06
C -1.04 -1.64 -0.15
H -0.75 -1.53 2.05
H -0.93 -1.02 -1.04
H -2.11 -1.47 0.08
H -1.00 -2.70 -0.38
H -2.58 1.02 1.52
H -1.22 1.68 1.89
O -1.89 1.03 2.19
H 2.71 -1.23 -0.69
H 1.84 -0.08 -0.38
O 2.30 -0.50 -1.12
H -0.02 0.51 -3.16
H 0.97 -0.35 -2.44
O 0.22 -0.41 -3.07
H 1.54 2.21 0.55
H 0.40 3.09 1.15
O 1.28 3.11 0.77
*
```

Properties
* molecular weight: 116.1 g/mol
* Kohn-Sham gap (alpha / beta): 3.1023 / 9.8987 eV
* HOMO (alpha / beta): 0.525 / -6.494 eV
* E_LUMO (alpha / beta): 3.628 / 3.405 eV
* ⟨S²⟩: 0.75

***

No. 4
Entry from the Open Molecules 2025 dataset: a structure of composition C21H9I2IrN6O8Se (ωB97M-V with the def2-TZVPD basis set).

```
! wB97M-V def2-TZVPD RIJCOSX def2/J DEFGRID3
* xyz 0 1
Ir -0.85 0.57 -0.20
I 3.94 0.87 2.14
C 2.45 -0.56 2.36
C 2.52 -1.58 3.29
C 1.48 -2.48 3.42
I 1.68 -3.99 4.86
C 0.30 -2.38 2.64
C -0.83 -3.21 2.76
C -1.94 -2.97 1.97
C -1.93 -1.91 1.07
N -0.88 -1.10 0.94
C 0.22 -1.32 1.70
C 1.32 -0.39 1.52
O 1.27 0.55 0.69
H 3.39 -1.65 3.92
H -0.85 -4.01 3.48
H -2.83 -3.58 2.07
H -2.78 -1.69 0.45
O 0.22 3.40 -2.94
C -0.04 2.30 -2.51
O -0.81 2.05 -1.52
C 0.52 1.09 -3.26
C 1.14 1.35 -4.47
C 1.65 0.33 -5.25
C 1.59 -0.99 -4.80
C 1.00 -1.25 -3.60
C 0.39 -0.24 -2.78
O -0.20 -0.63 -1.71
N 0.94 -2.61 -3.07
O 1.83 -2.94 -2.32
O 0.02 -3.30 -3.42
N 2.21 0.63 -6.55
O 2.20 1.78 -6.90
O 2.63 -0.31 -7.20
H 1.22 2.38 -4.81
H 2.02 -1.79 -5.40
Se -0.53 0.47 4.92
N -1.57 1.90 4.99
C -1.88 2.28 3.75
C -2.64 3.40 3.41
C -2.84 3.64 2.06
C -2.33 2.78 1.10
N -1.59 1.68 1.39
C -1.34 1.45 2.70
N -0.59 0.45 3.13
H -3.04 4.04 4.17
H -3.39 4.51 1.74
H -2.48 2.98 0.05
*
```

Properties
* molecular weight: 998.3 g/mol
* Kohn-Sham gap: 5.3020 eV
* HOMO: -8.132 eV
* E_LUMO: -2.830 eV

***

No. 5
Entry from the Open Molecules 2025 dataset: a cluster of 11 separate species, C4H29N2O12 in total (ωB97M-V with the def2-TZVPD basis set).

```
! wB97M-V def2-TZVPD RIJCOSX def2/J DEFGRID3
* xyz -1 1
C 2.32 1.50 -1.16
C 2.66 0.39 -0.16
C 1.41 0.10 0.83
O 1.18 -1.24 0.78
N 0.87 1.42 -1.63
C 0.52 0.94 -2.84
N 1.47 0.13 -3.51
O -0.48 1.26 -3.37
H 2.52 2.52 -0.51
H 3.06 1.61 -2.00
H 2.75 -0.59 -0.57
H 3.60 0.61 0.26
H 1.71 0.53 1.83
H 0.53 0.55 0.45
H 0.35 2.24 -1.16
H 1.13 -0.10 -4.41
H 2.21 -0.30 -3.08
H -0.92 -2.01 -3.33
H -0.69 -2.78 -2.06
O -0.59 -2.77 -3.04
H -2.96 0.07 -1.13
H -3.84 1.43 -0.86
O -3.60 0.70 -1.44
H 2.24 -2.12 1.27
H 2.63 -2.38 2.80
O 2.90 -2.68 1.98
H -1.54 0.07 1.63
H -0.82 -0.07 2.87
O -1.60 0.39 2.54
H -1.63 3.11 1.17
H -0.24 3.03 1.66
O -0.81 3.55 1.03
H 1.68 -0.24 3.73
H 0.50 -0.94 4.28
O 0.96 -0.03 4.33
H -2.80 -0.42 -3.24
H -1.37 0.02 -3.73
O -2.07 -0.67 -3.80
H -1.61 -1.49 0.84
H -0.48 -0.94 0.12
O -1.43 -0.72 0.32
H -3.19 0.70 0.65
H -3.21 1.04 1.93
O -3.50 1.49 1.13
H 0.42 -1.80 2.28
H 0.04 -2.93 3.38
O -0.28 -2.18 2.95
*
```

Properties
* molecular weight: 297.3 g/mol
* Kohn-Sham gap: 9.0534 eV
* HOMO: -6.227 eV
* E_LUMO: 2.826 eV

***

No. 6
Entry from the Open Molecules 2025 dataset: a cluster of 7 separate species, C17H36BrIN6O14 in total (ωB97M-V with the def2-TZVPD basis set).

```
! wB97M-V def2-TZVPD RIJCOSX def2/J DEFGRID3
* xyz 0 1
C 1.10 2.04 3.63
C -0.06 1.50 3.31
C -0.30 0.96 1.94
O -1.20 1.38 1.33
O 0.61 0.05 1.45
C 0.10 -1.27 1.18
Br -1.27 -1.72 2.54
C 1.29 -2.24 1.41
C 2.68 -1.57 1.35
C 3.16 -1.21 2.78
C 3.80 -2.42 3.49
C -0.46 -1.26 -0.26
I 1.07 -1.61 -1.78
C -1.61 -2.27 -0.52
C -2.94 -1.48 -0.69
H 1.09 2.93 4.26
H 2.06 1.61 3.33
H -0.86 1.40 4.03
H 1.17 -2.61 2.43
H 1.22 -3.13 0.79
H 2.75 -0.74 0.65
H 3.37 -2.33 0.98
H 3.93 -0.44 2.70
H 2.29 -0.85 3.34
H 3.05 -3.08 3.94
H 4.41 -2.99 2.78
H 4.47 -2.10 4.29
H -0.84 -0.27 -0.49
H -1.67 -3.08 0.20
H -1.43 -2.74 -1.48
H -3.82 -2.05 -0.42
H -2.98 -1.15 -1.72
H -2.93 -0.59 -0.05
C -0.21 -4.69 -4.72
N -1.54 -4.48 -4.10
O -2.29 -5.43 -4.01
O -1.79 -3.35 -3.72
H -0.13 -5.74 -5.01
H -0.14 -4.04 -5.59
H 0.54 -4.43 -3.98
C -0.40 2.33 -1.93
N -0.14 2.71 -3.34
O -0.28 3.89 -3.64
O 0.21 1.83 -4.10
H -0.69 3.20 -1.37
H -1.20 1.59 -1.93
H 0.52 1.91 -1.53
C 5.24 3.48 4.61
N 4.31 2.35 4.32
O 4.00 2.16 3.16
O 3.93 1.70 5.27
H 5.49 3.97 3.67
H 4.72 4.17 5.27
H 6.12 3.07 5.08
C 1.29 6.29 -2.30
N 1.96 6.94 -1.14
O 1.66 8.09 -0.88
O 2.76 6.27 -0.52
H 0.60 7.00 -2.75
H 2.06 6.00 -3.00
H 0.75 5.42 -1.93
C -4.68 -7.29 -2.48
N -5.60 -8.43 -2.76
O -5.90 -8.64 -3.92
O -5.99 -9.08 -1.81
H -4.42 -6.81 -3.41
H -5.20 -6.61 -1.82
H -3.80 -7.70 -1.99
C -3.74 5.31 0.08
N -2.72 4.83 -0.89
O -1.93 5.64 -1.34
O -2.74 3.64 -1.17
H -3.59 6.38 0.23
H -4.71 5.11 -0.34
H -3.59 4.76 1.01
*
```

Properties
* molecular weight: 755.3 g/mol
* Kohn-Sham gap: 9.3959 eV
* SMILES: C=CC(=O)O[C@](Br)(CCCC)[C@@H](I)CC.C[N+](=O)[O-].C[N+](=O)[O-].C[N+](=O)[O-].C[N+](=O)[O-].C[N+](=O)[O-].C[N+](=O)[O-]
* HOMO: -9.470 eV
* E_LUMO: -0.074 eV